(1)
Here is a molecular structure, C57H48CsIN2O2P2S2Sb at a distorted geometry from the OMol25 dataset. Energies are from ωB97M-V/def2-TZVPD.

```
! wB97M-V def2-TZVPD RIJCOSX def2/J DEFGRID3
* xyz 1 1
Cs -1.49638 1.82632 1.51204
O 0.95245 1.67531 1.92598
S 1.80714 1.00820 0.85094
C 2.73917 2.38864 0.11664
C 3.48317 3.13702 1.02985
C 4.11775 4.30620 0.65798
C 3.97803 4.76322 -0.64303
C 3.23611 4.02294 -1.54540
C 2.62538 2.80145 -1.21676
P 1.99538 2.08109 -2.80154
C 0.85690 0.68702 -2.53486
C 1.11743 -0.58999 -3.01614
C 0.10328 -1.54135 -3.08216
C -1.17292 -1.23670 -2.63638
C -1.44190 0.03613 -2.14516
C -0.44066 0.99180 -2.11758
C 3.51138 1.29122 -3.44650
C 3.45663 0.84838 -4.77020
C 4.57682 0.31916 -5.39209
C 5.78616 0.26286 -4.71044
C 5.85832 0.72388 -3.40430
C 4.72622 1.22194 -2.77006
C 3.16299 0.25416 1.78966
C 3.29251 0.61623 3.11993
C 4.34146 0.09550 3.86681
C 5.22367 -0.79691 3.27469
C 5.02523 -1.20767 1.95959
C 3.97829 -0.70210 1.19758
P 3.37233 -1.34064 -0.42231
C 4.73507 -2.35671 -1.09463
C 4.42522 -3.54913 -1.75128
C 5.41246 -4.27970 -2.39554
C 6.72739 -3.83138 -2.39605
C 7.04585 -2.64039 -1.76130
C 6.05468 -1.90319 -1.12555
C 2.20828 -2.56367 0.30055
C 2.64406 -3.65016 1.06270
C 1.73129 -4.54116 1.59898
C 0.36510 -4.35185 1.39128
C -0.07811 -3.26561 0.65710
C 0.84536 -2.37536 0.11217
H 3.58501 2.79287 2.04944
H 4.70717 4.85714 1.38032
H 4.44754 5.68619 -0.95850
H 3.13783 4.38088 -2.56449
H 2.11236 -0.84485 -3.36079
H 0.32449 -2.53170 -3.46054
H -1.95634 -1.98377 -2.66868
H -2.44141 0.28387 -1.81513
H -0.68290 2.00604 -1.80762
H 2.52685 0.92691 -5.32408
H 4.51118 -0.03018 -6.41446
H 6.66837 -0.13101 -5.19870
H 6.79976 0.69623 -2.87340
H 4.80329 1.56299 -1.74412
H 2.57288 1.28695 3.56643
H 4.45708 0.37749 4.90523
H 6.04670 -1.20698 3.84574
H 5.67493 -1.96231 1.53914
H 3.40653 -3.91866 -1.74856
H 5.15500 -5.20588 -2.89318
H 7.49820 -4.40683 -2.89192
H 8.06632 -2.27834 -1.76475
H 6.31807 -0.95861 -0.65749
H 3.70463 -3.80583 1.22909
H 2.07974 -5.38281 2.18398
H -0.34775 -5.05001 1.81230
H -1.13819 -3.09459 0.51017
H 0.49619 -1.51675 -0.44364
S -2.41214 -1.05915 0.94870
Sb -4.60951 -0.56913 1.07972
C -5.61250 -2.33652 1.63492
C -7.00272 -2.34552 1.73027
C -7.66477 -3.51900 2.06120
C -6.93803 -4.68088 2.29498
C -5.55408 -4.67191 2.19970
C -4.88551 -3.49731 1.86825
C -5.08062 0.74367 2.65914
C -5.88658 1.87546 2.56756
C -6.20894 2.58263 3.71883
C -5.72721 2.16170 4.95064
C -4.92031 1.03522 5.04053
C -4.59550 0.31903 3.89661
C -5.57250 -0.25530 -0.76686
C -6.63831 0.61320 -0.98717
C -7.21770 0.68699 -2.24599
C -6.72984 -0.09724 -3.28425
C -5.67383 -0.97074 -3.06196
C -5.09724 -1.05853 -1.80071
H -7.57845 -1.44394 1.54726
H -8.74461 -3.52924 2.13635
H -7.45564 -5.59651 2.55162
H -4.99270 -5.57958 2.38291
H -3.80405 -3.48008 1.78982
H -6.24893 2.22515 1.60967
H -6.83411 3.46351 3.65161
H -5.98174 2.71511 5.84528
H -4.54559 0.71028 6.00237
H -3.96924 -0.56356 3.97154
H -7.02702 1.23468 -0.19010
H -8.05022 1.35737 -2.41686
H -7.18053 -0.03322 -4.26635
H -5.30135 -1.58936 -3.86846
H -4.27211 -1.74277 -1.62884
N 0.97523 4.48275 2.62271
C 0.11394 4.93486 1.69621
O -0.69291 4.18888 1.14178
C 0.16772 6.40433 1.34856
I -0.15617 7.67362 3.02344
H 1.08947 3.47773 2.70794
H 1.65719 5.10293 3.02497
H -0.60595 6.62398 0.62432
H 1.14465 6.66830 0.95013
N -3.67521 2.75021 -1.52119
C -3.89407 2.34233 -0.45697
H -3.53223 3.06208 -2.46088
*
```

Strongest force on any atom = 2.36 eV/A
Energy relative to the best compared isomer or geometry (same formula, charge and spin) = 0.0 kJ/mol
E = -4497.79729 hartree



(2)
Here is a molecular structure, C57H51Cl3N4O6SSn from the OMol25 dataset. Energies are from ωB97M-V/def2-TZVPD.

```
! wB97M-V def2-TZVPD RIJCOSX def2/J DEFGRID3
* xyz 0 1
Sn -0.37952 0.58811 0.08385
C -0.83466 -0.90786 5.72596
C -1.24712 0.48768 5.28038
N -2.36815 0.48126 4.34407
C -3.69214 0.72441 4.92395
C -4.05799 2.20003 4.90730
C -2.23250 0.35746 3.02007
S -0.62213 -0.06417 2.46740
N -3.36044 0.41373 2.31138
C -3.40912 0.69375 1.01732
O -2.45850 1.18020 0.34378
C -4.71737 0.55477 0.33207
C -4.76229 0.68532 -1.05312
C -5.97839 0.62070 -1.71206
C -7.14937 0.43249 -0.99167
C -7.10616 0.29281 0.39004
C -5.89178 0.35303 1.05214
H -0.01752 -0.84021 6.44472
H -0.49584 -1.50232 4.87913
H -1.66656 -1.42660 6.20363
H -0.40808 1.00812 4.81772
H -1.56894 1.07786 6.14017
H -3.66495 0.33749 5.94362
H -4.41892 0.14718 4.35744
H -3.30803 2.79867 5.42631
H -5.01730 2.35721 5.39944
H -4.13479 2.55414 3.88017
H -3.83903 0.82611 -1.60066
H -6.01075 0.71316 -2.78948
H -8.10094 0.39946 -1.50672
H -8.02011 0.14189 0.94925
H -5.84040 0.25217 2.12702
C 2.75336 -4.01505 -3.50787
C 2.40928 -2.54005 -3.54381
C 2.93169 -1.84610 -4.79516
O 0.99419 -2.35751 -3.47798
C 0.64621 -1.46405 -2.42413
C 2.04011 -0.89693 -2.02065
O 2.93276 -1.93565 -2.37921
C 2.43816 -0.26709 -0.65323
O 1.54679 0.79445 -0.37102
C 3.78696 0.44924 -0.89744
C 4.99781 0.01375 -0.37934
C 6.16639 0.73184 -0.60886
C 6.13979 1.89832 -1.35303
C 4.93318 2.34103 -1.87924
C 3.77290 1.62225 -1.65288
C 2.60567 -1.22202 0.53228
C 2.43593 -0.69033 1.80494
C 2.67046 -1.44274 2.94410
C 3.11798 -2.75043 2.83373
C 3.31420 -3.28566 1.57106
C 3.05824 -2.53630 0.43134
C -0.35666 -2.09868 -1.40869
O -0.31714 -1.36855 -0.22685
C -0.08458 -3.56723 -1.05813
C 0.23299 -3.93347 0.24232
C 0.40707 -5.26967 0.57978
C 0.24804 -6.25976 -0.37474
C -0.09705 -5.90375 -1.67264
C -0.26693 -4.57165 -2.00836
C -1.77938 -2.05808 -1.98275
C -2.06661 -1.86850 -3.32698
C -3.38610 -1.83774 -3.76609
C -4.42785 -2.01201 -2.87147
C -4.14584 -2.22067 -1.52706
C -2.83458 -2.23721 -1.08920
H 2.28145 -4.52605 -4.34657
H 2.39481 -4.45658 -2.58028
H 3.83340 -4.14330 -3.57889
H 2.50936 -2.31714 -5.68215
H 4.01826 -1.91870 -4.83440
H 2.64686 -0.79441 -4.79553
H 0.09820 -0.63045 -2.85828
H 2.17841 -0.06325 -2.72535
H 5.04280 -0.88998 0.21175
H 7.10024 0.37351 -0.19477
H 7.04921 2.46052 -1.52291
H 4.89524 3.25313 -2.46153
H 2.83218 1.98133 -2.05203
H 2.13126 0.34148 1.89222
H 2.51881 -0.99811 3.92091
H 3.32134 -3.33975 3.71881
H 3.66563 -4.30421 1.46270
H 3.21967 -2.97821 -0.53579
H 0.33419 -3.16308 0.99443
H 0.66272 -5.53194 1.59890
H 0.37570 -7.30189 -0.11040
H -0.24712 -6.66871 -2.42412
H -0.54396 -4.30666 -3.01920
H -1.26762 -1.75860 -4.04790
H -3.59354 -1.67608 -4.81653
H -5.45440 -1.98170 -3.21396
H -4.95309 -2.36677 -0.81981
H -2.60903 -2.40326 -0.04195
Cl -0.59577 1.48460 -4.85018
C -0.50070 2.66805 -3.59439
C -0.31506 4.01914 -3.94044
C -0.26346 4.99544 -2.98865
Cl -0.06435 6.65360 -3.45991
C -0.37807 4.66938 -1.61490
C -0.40614 5.58723 -0.54406
C -0.54629 5.13257 0.73881
C -0.59801 3.75060 0.97732
N -0.55048 2.88156 0.00141
C -0.49918 3.30613 -1.28616
C -0.61197 2.26537 -2.27909
O -0.81287 1.03871 -1.89421
H -0.22142 4.27821 -4.98573
H -0.33520 6.64610 -0.75266
H -0.59649 5.81876 1.57155
H -0.65529 3.35291 1.98223
Cl 4.32829 5.18969 0.44291
C 3.52435 4.15233 1.57047
C 3.91308 4.11303 2.89853
C 3.22388 3.26182 3.74747
C 2.17726 2.51305 3.23234
N 1.80316 2.55867 1.95740
C 2.47566 3.35372 1.13754
H 4.72668 4.73183 3.25096
H 3.50270 3.17318 4.78821
H 1.61250 1.83478 3.86551
H 2.18453 3.34638 0.09291
*
```

Strongest force on any atom = 0.68 eV/A
Energy relative to the best compared isomer or geometry (same formula, charge and spin) = 0.0 kJ/mol
E = -4866.34186 hartree



(3)
Here is a molecular structure, C57H54AsN4O4PPtSb at a distorted geometry from the OMol25 dataset. Energies are from ωB97M-V/def2-TZVPD.

```
! wB97M-V def2-TZVPD RIJCOSX def2/J DEFGRID3
* xyz 1 1
Pt -0.63670 0.49320 1.25071
O -4.62283 -4.15506 4.82170
C -4.86428 -3.00005 4.46929
O -5.82912 -2.23396 4.63701
C -3.66963 -2.24841 3.85265
C -2.98826 -1.24612 4.52795
C -2.03494 -0.49612 3.86565
N -1.69942 -0.71779 2.59361
C -2.30131 -1.75487 1.95032
C -3.27712 -2.52104 2.53488
C -1.84634 -2.13071 0.56746
O -2.48950 -2.69391 -0.26896
O -0.52657 -1.82433 0.38172
H -3.24066 -1.00687 5.55239
H -1.54536 0.34514 4.34024
H -3.73120 -3.33292 1.98217
N 9.27984 1.62789 5.35997
C 8.26632 1.26250 4.96255
C 6.99614 0.80870 4.46383
C 6.21981 -0.05963 5.22763
C 4.99324 -0.48681 4.75150
C 4.55934 -0.05564 3.50679
C 5.33041 0.80058 2.73400
C 6.54912 1.24155 3.21808
N 3.29271 -0.49406 3.01718
C 2.77314 -1.76753 3.09524
C 1.53340 -1.70447 2.53952
N 1.28166 -0.41263 2.13239
C 2.35312 0.28432 2.43191
H 6.57319 -0.38568 6.19583
H 4.36892 -1.13531 5.35182
H 4.98649 1.10903 1.75510
H 7.16228 1.91069 2.63071
H 3.32694 -2.58335 3.52658
H 0.79801 -2.48512 2.45333
H 2.48701 1.34093 2.26338
C 0.18748 1.22685 -0.36667
C 0.62531 1.71102 -1.39371
C 1.07683 2.11667 -2.69747
C 0.18297 2.10867 -3.77280
C 0.61051 2.44173 -5.04881
C 1.93358 2.79502 -5.27426
C 2.82530 2.83449 -4.20976
C 2.40140 2.50307 -2.93284
H -0.85354 1.84633 -3.59754
H -0.09556 2.43234 -5.86910
H 2.26529 3.05581 -6.27044
H 3.85093 3.13791 -4.37449
H 3.08863 2.57816 -2.10020
C -2.21482 3.15217 -0.16315
C -3.38679 4.11321 -0.36502
As -3.33772 5.81208 0.67830
C -4.51703 6.84302 -0.48363
C -4.51953 6.78727 -1.87664
C -5.42084 7.54218 -2.61237
C -6.33448 8.36304 -1.96393
C -6.34197 8.42770 -0.57953
C -5.43855 7.66944 0.15437
C -1.56083 6.39735 0.10978
C -1.29151 7.23657 -0.96698
C 0.01680 7.59189 -1.27135
C 1.06981 7.11247 -0.50570
C 0.81055 6.28940 0.58165
C -0.49696 5.94379 0.89147
P -2.24511 2.00982 1.25166
C -3.84337 1.15537 1.19533
C -4.52294 0.77914 2.35224
C -5.60464 -0.09029 2.28643
C -6.02776 -0.56733 1.05502
C -5.37215 -0.18039 -0.10779
C -4.27775 0.66530 -0.03866
C -2.19455 2.95134 2.79439
C -3.34225 3.55609 3.30649
C -3.27139 4.31583 4.46354
C -2.05657 4.48432 5.11190
C -0.90785 3.88809 4.60830
C -0.97789 3.12098 3.45590
H -1.25966 3.68106 -0.11226
H -2.11073 2.48856 -1.02468
H -4.34512 3.63126 -0.16094
H -3.39417 4.39449 -1.41778
H -3.81006 6.16126 -2.40483
H -5.41010 7.49122 -3.69370
H -7.03879 8.94967 -2.53917
H -7.05164 9.06511 -0.06843
H -5.45059 7.72171 1.23684
H -2.10074 7.63274 -1.56620
H 0.21172 8.25205 -2.10696
H 2.08699 7.39565 -0.74419
H 1.62480 5.93176 1.20019
H -0.69483 5.32939 1.76455
H -4.20024 1.14277 3.31845
H -6.08017 -0.43517 3.19690
H -6.86493 -1.25148 1.00579
H -5.70691 -0.55017 -1.06839
H -3.75346 0.93285 -0.94993
H -4.29187 3.43423 2.80230
H -4.16612 4.78120 4.85457
H -2.00503 5.07919 6.01442
H 0.03920 4.02048 5.11510
H -0.08944 2.64534 3.05575
C -0.54302 -5.07659 -1.48968
C 0.71934 -4.25382 -1.22902
Sb 0.42304 -2.16950 -1.28718
C 2.35646 -1.34225 -1.06866
C 3.45273 -2.39214 -1.13353
C -0.75711 -1.54134 -2.90460
C 0.10252 -1.67189 -4.16910
H -0.31413 -6.13968 -1.42292
H -0.94196 -4.88919 -2.48802
H -1.32744 -4.85234 -0.77415
H 1.50036 -4.47545 -1.95897
H 1.14772 -4.45528 -0.24450
H 2.31257 -0.80693 -0.12171
H 2.41970 -0.59939 -1.86198
H 3.37027 -3.12508 -0.33248
H 4.41806 -1.89625 -1.02583
H 3.46921 -2.92214 -2.08570
H -1.04375 -0.50871 -2.70800
H -1.63914 -2.17986 -2.90359
H 0.98220 -1.02609 -4.12058
H -0.47394 -1.35465 -5.03777
H 0.41921 -2.70157 -4.35071
*
```

Strongest force on any atom = 1.36 eV/A
Energy relative to the best compared isomer or geometry (same formula, charge and spin) = 61.9 kJ/mol
E = -5660.88216 hartree



(4)
Here is a molecular structure, C57H55CsN6O2P at a distorted geometry from the OMol25 dataset. Energies are from ωB97M-V/def2-TZVPD.

```
! wB97M-V def2-TZVPD RIJCOSX def2/J DEFGRID3
* xyz -1 1
Cs 0.48384 0.38693 -0.61899
C 3.40181 3.44718 -3.45157
C 2.36096 2.93484 -2.64899
N 2.54758 2.39163 -1.45846
C 3.80088 2.31263 -0.94948
C 4.91495 2.72045 -1.66377
C 4.65439 3.29551 -2.95148
C 6.22740 2.55975 -1.15287
C 6.37597 1.99881 0.07551
C 5.27372 1.63884 0.87867
C 3.98215 1.82806 0.41300
N 2.88536 1.47462 1.14552
C 2.96410 1.50858 2.48810
C 3.65446 2.47762 3.25198
C 3.53545 2.53408 4.63741
C 2.78225 1.64388 5.34361
C 2.09942 0.63879 4.65291
C 1.35686 -0.39520 5.24696
C 0.78754 -1.42613 4.54383
C 0.84407 -1.33415 3.13104
N 1.46267 -0.37967 2.53273
C 2.15905 0.57950 3.25364
H 3.22002 3.90395 -4.39997
H 1.32197 2.95573 -3.03124
H 5.54171 3.62324 -3.48745
H 7.08852 2.79511 -1.76833
H 7.38363 1.80752 0.50101
H 5.42897 1.19348 1.85812
H 4.30853 3.11538 2.70168
H 4.08784 3.33342 5.15171
H 2.78185 1.67162 6.42184
H 1.31523 -0.40869 6.33952
H 0.21954 -2.24212 5.01819
H 0.37416 -2.12626 2.49894
C -1.50167 4.98653 1.45086
C -0.47489 3.84597 1.48321
C 0.79933 4.25334 2.14138
C -1.01288 2.52193 1.99649
C -1.59664 2.49863 3.39721
O -2.88597 1.83009 3.18429
C -3.03541 1.70650 1.85025
N -2.09174 2.06963 1.09971
C -4.29427 1.05016 1.40544
C -5.43619 1.74869 1.07688
C -6.59245 1.05442 0.75008
C -6.60712 -0.34367 0.76115
C -5.45233 -1.07007 1.11355
C -4.28464 -0.33986 1.39788
P -2.63572 -1.11157 1.89649
C -2.48147 -2.45923 0.67730
C -2.00736 -3.69128 1.07309
C -1.57528 -4.65230 0.17646
C -1.54528 -4.30053 -1.17509
C -1.99892 -3.07335 -1.57549
C -2.46894 -2.15427 -0.68261
C -3.27041 -1.93722 3.41171
C -2.87501 -1.43512 4.64399
C -3.32382 -1.96836 5.84124
C -4.20199 -3.01973 5.81906
C -4.55607 -3.57074 4.58665
C -4.11111 -3.05193 3.39431
H -1.04776 5.85837 0.99205
H -1.78269 5.32776 2.46059
H -2.40760 4.71726 0.88530
H -0.26406 3.60868 0.44788
H 0.59106 4.57937 3.18867
H 1.26950 5.11713 1.61555
H 1.53629 3.46071 2.16400
H -0.21909 1.78463 1.91305
H -1.80392 3.52024 3.78487
H -0.96804 1.92644 4.11709
H -5.41446 2.83792 1.14165
H -7.47113 1.60951 0.48586
H -7.48055 -0.88556 0.41048
H -5.46534 -2.17910 1.06885
H -1.91089 -3.91149 2.14325
H -1.13978 -5.56747 0.56794
H -1.09946 -4.98512 -1.90557
H -2.01404 -2.80338 -2.62075
H -2.80079 -1.17077 -0.98527
H -2.19648 -0.55350 4.59743
H -2.95535 -1.62768 6.78297
H -4.49754 -3.54313 6.71326
H -5.16903 -4.46939 4.63204
H -4.41494 -3.52437 2.43577
C -0.12006 -2.67805 -6.72669
C -0.58748 -3.15699 -5.38715
C 0.54936 -3.52431 -4.45479
C 1.28403 -4.67170 -4.70447
C 2.33280 -5.12033 -3.93888
C 2.69205 -4.37734 -2.85687
C 2.09357 -3.16897 -2.58590
C 2.57282 -2.35214 -1.41272
C 3.25844 -1.00561 -1.74887
C 1.02542 -2.70767 -3.39009
N 0.52762 -1.43541 -3.15881
C 0.81239 -0.55683 -4.06676
C 0.28823 0.76779 -4.28711
C 0.57921 1.58143 -5.36742
C -0.22155 2.74277 -5.24763
C -0.92128 2.55310 -4.06305
N -0.67915 1.36681 -3.46428
H -0.97087 -2.60125 -7.40654
H 0.63911 -3.24656 -7.23137
H 0.23675 -1.65480 -6.53910
H -1.18522 -4.07755 -5.51694
H -1.21963 -2.33883 -4.94379
H 0.95428 -5.29528 -5.54111
H 2.90163 -6.02569 -4.13546
H 3.49725 -4.70777 -2.23030
H 3.21831 -2.91745 -0.79163
H 1.67784 -2.17375 -0.76236
H 4.19496 -1.15317 -2.28749
H 3.45333 -0.40622 -0.86069
H 2.61313 -0.44185 -2.39049
H 1.55912 -0.82579 -4.82544
H 1.21259 1.34560 -6.24292
H -0.16023 3.58782 -5.91098
H -1.68669 3.20250 -3.65500
O -2.84535 1.42139 -1.59960
H -2.08938 1.22755 -2.17879
H -2.46989 1.85191 -0.82437
*
```

Strongest force on any atom = 1.98 eV/A
Energy relative to the best compared isomer or geometry (same formula, charge and spin) = 0.0 kJ/mol
E = -3045.68748 hartree